1.
A molecular structure, C20H22AsBrN2OReS4Si, computed with the ωB97M-V functional and the def2-TZVPD basis.

Structure (XYZ):
```
53
C20H22AsBrN2OReS4Si | the Open Molecules 2025 dataset | the ωB97M-V functional and the def2-TZVPD basis
Re -0.935 -0.521 -0.014
C 2.736 -3.897 -0.073
Si 3.645 -2.332 -0.254
C 4.197 -1.498 1.260
C 3.988 -1.730 -1.931
N 0.686 0.133 -0.271
C 1.227 1.363 -0.454
C 2.597 1.655 -0.590
C 2.978 2.960 -0.758
C 2.008 3.975 -0.799
C 0.654 3.715 -0.661
C 0.278 2.396 -0.482
O -0.993 1.930 -0.322
C -2.026 2.889 -0.094
C -2.032 3.564 1.113
C -3.049 4.486 1.337
C -4.028 4.693 0.371
C -3.988 3.997 -0.831
C -2.972 3.082 -1.078
H 3.478 -4.702 0.029
H 2.128 -4.128 -0.948
H 2.132 -3.912 0.835
H 4.590 -2.249 1.954
H 3.339 -1.028 1.753
H 4.960 -0.740 1.086
H 4.166 -2.583 -2.591
H 4.846 -1.057 -1.975
H 3.113 -1.196 -2.320
H 3.327 0.857 -0.566
H 4.023 3.217 -0.863
H 2.327 4.999 -0.944
H -0.076 4.511 -0.695
H -1.243 3.409 1.840
H -3.063 5.055 2.258
H -4.817 5.410 0.550
H -4.740 4.176 -1.587
H -2.912 2.545 -2.016
S -4.308 1.930 2.961
As -3.151 0.422 2.000
S -3.241 -0.160 -0.101
S -1.045 0.012 2.298
S -4.621 -0.188 3.438
Br -1.527 -5.195 -3.052
C -1.369 -4.473 -1.344
C -1.586 -5.240 -0.200
C -1.427 -4.657 1.049
C -1.087 -3.323 1.141
N -0.893 -2.577 0.033
C -1.027 -3.146 -1.188
H -1.878 -6.279 -0.292
H -1.581 -5.231 1.952
H -0.966 -2.821 2.090
H -0.845 -2.516 -2.055
```

Output
total charge: +3
HOMO energy: -0.6161 hartree

natural (NBO) population analysis, charges in e, atoms 1 to 4: Re 1.031; C -1.238; Si 2.016; C -1.238

***

2.
A molecular structure, C15H6HfN2O2S3 at a distorted geometry, computed with the ωB97M-V functional and the def2-TZVPD basis.

Structure (XYZ):
```
29
C15H6HfN2O2S3 | the Open Molecules 2025 dataset | the ωB97M-V functional and the def2-TZVPD basis
Hf -0.353 -0.846 0.040
S 0.007 0.938 1.702
C -0.798 -0.287 2.747
C -1.780 0.205 3.626
C -2.434 -0.630 4.500
C -3.413 -0.073 5.400
N -4.202 0.380 6.100
C -2.145 -2.010 4.493
C -1.219 -2.507 3.610
C -0.518 -1.657 2.734
S 0.619 -2.443 1.621
C -2.819 -2.910 5.397
N -3.356 -3.628 6.115
H -2.015 1.260 3.628
H -1.026 -3.570 3.586
O -0.180 -2.374 -1.502
C -1.042 -1.658 -2.090
O -0.834 -0.392 -2.026
C -2.395 -2.163 -2.399
C -2.784 -2.735 -3.597
C -4.090 -3.182 -3.733
C -4.971 -3.061 -2.666
C -4.567 -2.503 -1.463
C -3.266 -2.040 -1.310
S -2.772 -1.336 0.273
H -2.080 -2.828 -4.413
H -4.416 -3.624 -4.664
H -5.989 -3.413 -2.773
H -5.267 -2.430 -0.640
```

Output
total charge: 0
HOMO energy: -0.3320 hartree
energy relative to the best compared isomer or geometry (same formula, charge and spin): 0.000 eV

natural (NBO) population analysis, charges in e, atoms 1 to 4: Hf 1.737; S -0.200; C -0.191; C -0.149

***

3.
CH3NO3 in the gas phase at a distorted geometry, computed with the ωB97M-V functional and the def2-TZVPD basis.

Structure (XYZ):
```
8
CH3NO3 | the Open Molecules 2025 dataset | the ωB97M-V functional and the def2-TZVPD basis
C -1.225 -0.598 -0.478
N -0.342 0.159 0.131
O -0.504 1.254 0.686
O 1.039 -0.225 -0.198
O 1.980 0.165 0.686
H -2.287 -0.257 -0.574
H -0.734 -1.581 -0.699
H 2.073 1.083 0.445
```

Output
total charge: 0
SMILES: C=[N+]([O-])OO
HOMO energy: -0.3499 hartree
energy relative to the best compared isomer or geometry (same formula, charge and spin): 5.427 eV

natural (NBO) population analysis, charges in e, atoms 1 to 4: C -0.271; N 0.326; O -0.456; O -0.153

***

4.
C5H9N3O3 in the gas phase at a distorted geometry, computed with the ωB97M-V functional and the def2-TZVPD basis.

Structure (XYZ):
```
20
C5H9N3O3 | the Open Molecules 2025 dataset | the ωB97M-V functional and the def2-TZVPD basis
C 2.223 -0.990 -1.543
C 1.416 -0.282 -0.397
O 2.158 0.239 0.600
C 0.065 -0.149 -0.452
C -0.648 -0.505 -1.683
O -0.166 -1.050 -2.631
O -1.886 -0.040 -1.711
C -0.714 0.428 0.790
N -0.332 -0.142 2.017
N -1.777 1.098 0.673
N -2.587 1.546 1.710
H 1.585 -1.014 -2.412
H 2.660 -1.857 -1.022
H 2.992 -0.312 -1.918
H 3.063 0.062 0.217
H -2.173 0.610 -0.961
H 0.436 -0.888 2.162
H -0.230 0.587 2.672
H -3.588 1.624 1.296
H -2.496 1.036 2.592
```

Output
total charge: 0
SMILES: C/C(O)=C(C(=O)O)/C(N)=N/N
HOMO energy: -0.3135 hartree
energy relative to the best compared isomer or geometry (same formula, charge and spin): 1.694 eV

natural (NBO) population analysis, charges in e, atoms 1 to 4: C -0.728; C 0.447; O -0.657; C -0.342

***

5.
A molecular structure, C16H61N30O18Ti at a distorted geometry, computed with the ωB97M-V functional and the def2-TZVPD basis.

Structure (XYZ):
```
126
C16H61N30O18Ti | the Open Molecules 2025 dataset | the ωB97M-V functional and the def2-TZVPD basis
Ti -1.011 -1.632 1.729
O -0.311 1.224 -1.118
C -0.393 0.431 -0.071
O 0.243 -0.626 -0.054
O -1.238 0.666 0.774
H -0.874 1.966 -0.885
C -1.568 4.047 2.644
O -2.411 4.528 3.424
N -0.964 2.938 2.707
N -0.948 4.737 1.667
H -0.724 2.554 1.804
H -1.451 2.302 3.322
H -1.060 5.723 1.855
H -0.119 4.342 1.246
C 6.869 0.065 0.273
O 7.573 0.885 0.771
N 7.264 -0.862 -0.506
N 5.649 -0.050 0.538
H 6.576 -1.441 -0.967
H 8.243 -0.772 -0.736
H 5.332 0.772 1.031
H 5.112 -0.854 0.245
C -3.379 -2.624 -0.396
O -2.362 -2.973 0.212
N -3.596 -2.941 -1.626
N -4.276 -1.885 0.141
H -4.417 -2.832 -2.204
H -2.709 -3.174 -2.050
H -5.073 -1.582 -0.400
H -4.273 -1.971 1.147
C -1.341 4.986 -1.855
O -0.432 5.807 -1.924
N -2.534 5.247 -1.324
N -1.321 3.768 -2.321
H -3.234 4.519 -1.339
H -2.900 6.184 -1.412
H -0.507 3.294 -2.686
H -2.178 3.235 -2.299
C -1.738 0.198 6.729
O -2.067 -0.956 6.861
N -0.864 0.493 5.804
N -2.141 1.217 7.422
H -0.659 -0.092 5.007
H -0.490 1.421 5.937
H -2.927 1.190 8.055
H -1.534 2.024 7.389
C 2.065 3.725 -0.668
O 1.262 4.137 0.110
N 2.986 2.894 -0.438
N 2.103 4.163 -1.845
H 3.171 2.839 0.553
H 3.781 2.719 -1.036
H 1.328 4.766 -2.081
H 2.287 3.410 -2.494
C -0.240 -1.438 -3.767
O -0.500 -1.980 -4.761
N 0.109 -2.046 -2.710
N -0.372 -0.118 -3.686
H 0.292 -1.521 -1.866
H -0.017 -3.043 -2.609
H -0.524 0.296 -2.778
H -0.557 0.310 -4.582
C 1.387 -4.153 2.492
O 0.663 -3.415 1.818
N 2.036 -3.694 3.514
N 1.750 -5.367 2.183
H 1.679 -2.780 3.755
H 2.557 -4.306 4.125
H 2.231 -5.723 2.996
H 1.370 -5.949 1.451
C -3.771 -0.654 3.340
O -3.344 -1.705 2.858
N -3.245 0.457 2.997
N -4.461 -0.728 4.392
H -3.849 1.234 3.229
H -2.743 0.496 2.122
H -4.057 -0.106 5.078
H -4.788 -1.643 4.667
C 3.735 -2.726 -0.940
O 4.860 -3.026 -1.336
N 2.773 -3.601 -0.697
N 3.348 -1.511 -0.819
H 1.842 -3.285 -0.464
H 2.990 -4.568 -0.893
H 4.004 -0.788 -1.079
H 2.369 -1.268 -0.849
C -4.031 1.877 -1.487
O -3.386 1.515 -2.443
N -3.890 1.330 -0.315
N -4.632 2.984 -1.523
H -3.035 0.803 -0.203
H -4.534 1.599 0.415
H -4.878 3.350 -2.432
H -5.107 3.246 -0.672
C 2.959 1.154 -3.611
O 2.194 2.088 -3.584
N 2.601 -0.103 -3.868
N 4.233 1.205 -3.319
H 3.190 -0.882 -3.610
H 1.602 -0.241 -3.929
H 4.631 0.310 -3.563
H 4.527 1.994 -2.761
C 1.527 -0.388 3.491
O 0.324 -0.446 3.476
N 2.339 -0.263 2.476
N 2.137 -0.499 4.624
H 3.292 -0.244 2.808
H 1.893 -0.161 1.575
H 1.579 -0.725 5.435
H 3.147 -0.512 4.613
C -1.256 2.030 -5.923
O -0.983 0.928 -6.310
N -0.484 3.008 -6.087
N -2.355 2.367 -5.293
H -0.685 3.990 -5.968
H 0.312 2.694 -6.624
H -2.804 1.601 -4.812
H -2.196 3.287 -4.908
C -0.939 -6.302 -1.335
O -0.874 -5.705 -2.362
N -1.225 -5.747 -0.158
N -0.576 -7.547 -1.309
H -1.311 -6.468 0.543
H -1.236 -4.742 -0.058
H -0.308 -8.052 -2.142
H -1.108 -8.136 -0.683
```

Output
2S+1: 4
<S²>: 3.752
total charge: 0
HOMO energy (spin up / spin down): -0.1404 / -0.3154 hartree

Löwdin population analysis, charges in e, atoms 1 to 4: Ti 0.682; O 0.117; C -0.839; O -0.052

***

6.
C5H7NO in the gas phase, computed with the ωB97M-V functional and the def2-TZVPD basis.

Structure (XYZ):
```
14
C5H7NO | the Open Molecules 2025 dataset | the ωB97M-V functional and the def2-TZVPD basis
C -1.997 -0.169 -0.020
C -0.510 -0.161 0.150
N 0.138 -1.083 1.040
C 0.130 0.114 1.557
C 1.768 0.606 -0.287
C 0.409 0.348 -0.904
O 0.076 0.601 -2.044
H -2.302 0.802 -0.422
H -2.464 -0.299 0.961
H -2.351 -0.951 -0.696
H 0.850 -1.788 0.901
H 1.561 0.919 0.773
H 2.375 -0.298 -0.167
H 2.318 1.360 -0.843
```

Output
total charge: 0
HOMO energy: -0.3497 hartree
energy relative to the best compared isomer or geometry (same formula, charge and spin): 3.742 eV

natural (NBO) population analysis, charges in e, atoms 1 to 4: C -0.621; C -0.112; N -0.578; C 0.192